{
  "formula": "C53H46Cl3N5O2PSTl",
  "method": "ωB97M-V with the def2-TZVPD basis set",
  "species": ["Tl", "C", "C", "N", "N", "C", "O", "C", "C", "C", "C", "C", "C", "C", "C", "C", "C", "C", "N", "H", "H", "H", "H", "H", "H", "H", "H", "H", "H", "H", "H", "C", "P", "C", "C", "C", "C", "C", "C", "C", "H", "H", "H", "H", "H", "H", "H", "H", "H", "H", "H", "C", "C", "C", "C", "C", "C", "C", "C", "C", "C", "C", "C", "C", "C", "C", "H", "H", "H", "H", "H", "H", "H", "H", "H", "H", "Cl", "C", "C", "C", "C", "C", "C", "N", "C", "C", "N", "C", "O", "C", "C", "C", "Cl", "S", "C", "C", "C", "Cl", "C", "H", "H", "H", "H", "H", "H", "H", "H", "H", "H", "H", "H", "H"],
  "xyz": [[-0.60031, 0.15566, 0.31162], [3.88118, 1.86862, 0.88834], [2.43218, 1.64530, 0.56069], [1.75369, 0.67638, 1.05586], [2.29721, -0.21532, 1.87873], [1.35944, -0.93448, 2.51563], [0.12600, -0.73018, 2.46653], [1.86317, -2.08771, 3.31818], [3.21758, -2.38259, 3.43626], [3.62691, -3.48777, 4.16724], [2.68966, -4.30542, 4.78323], [1.33564, -4.01612, 4.66852], [0.92599, -2.91229, 3.93797], [1.72535, 2.57470, -0.33473], [2.40436, 3.48234, -1.15257], [1.68027, 4.35434, -1.94511], [0.29364, 4.30269, -1.92480], [-0.30227, 3.35646, -1.10835], [0.38763, 2.53261, -0.33361], [4.11854, 1.35378, 1.81626], [4.10311, 2.92994, 0.99563], [4.52329, 1.45761, 0.10376], [3.93548, -1.73594, 2.95006], [4.68137, -3.71382, 4.26605], [3.01216, -5.16374, 5.35988], [0.60392, -4.64568, 5.16020], [-0.12127, -2.66254, 3.82981], [3.48509, 3.49650, -1.17834], [2.19198, 5.06956, -2.57643], [-0.30627, 4.97003, -2.52755], [-1.38264, 3.25159, -1.06689], [-0.00820, 0.60226, -4.65881], [-0.04297, 0.10752, -2.87414], [1.43248, -0.99543, -2.85682], [-1.47164, -1.04637, -2.97737], [-1.42235, -2.34822, -3.46523], [-2.58096, -3.10618, -3.56703], [-3.80347, -2.57519, -3.18064], [-3.86648, -1.27595, -2.69856], [-2.70757, -0.52196, -2.59536], [0.05105, -0.27093, -5.31030], [0.85558, 1.24800, -4.82716], [-0.91251, 1.16434, -4.89038], [1.41242, -1.74276, -3.65076], [1.50995, -1.47792, -1.88244], [2.31340, -0.36694, -2.99578], [-0.47960, -2.78372, -3.77567], [-2.52736, -4.11305, -3.96574], [-4.70148, -3.17610, -3.25481], [-4.81594, -0.84793, -2.39934], [-2.76023, 0.49365, -2.21520], [-2.65656, 0.66035, 1.05817], [-3.74196, 0.37348, 0.49673], [-5.06535, 0.29240, 0.15824], [-5.82909, -0.92588, 0.47757], [-5.27950, -2.18556, 0.22914], [-5.96598, -3.33871, 0.57253], [-7.21634, -3.25389, 1.16825], [-7.78058, -2.00728, 1.40283], [-7.09889, -0.85234, 1.05527], [-5.70483, 1.42105, -0.51947], [-6.83821, 1.23704, -1.32215], [-7.39626, 2.30271, -2.00848], [-6.84779, 3.57273, -1.90200], [-5.73517, 3.77346, -1.09394], [-5.16687, 2.71200, -0.41430], [-4.31712, -2.24589, -0.26011], [-5.52338, -4.30811, 0.37323], [-7.74801, -4.15444, 1.44824], [-8.75630, -1.93583, 1.86666], [-7.54188, 0.11544, 1.25554], [-7.27298, 0.25018, -1.41897], [-8.26575, 2.14236, -2.63378], [-7.28379, 4.40003, -2.44725], [-5.31334, 4.76543, -0.98933], [-4.30491, 2.85909, 0.22419], [-3.39515, -7.05520, 4.88685], [-2.37836, -7.01344, 3.49185], [-1.21032, -6.27192, 3.50754], [-0.41975, -6.24333, 2.37309], [-0.76651, -6.93198, 1.21478], [0.11135, -6.76932, -0.01180], [-0.54052, -5.87408, -1.09057], [-0.87480, -4.57826, -0.54797], [-2.02358, -4.24213, 0.12751], [-1.82303, -2.98342, 0.60835], [-0.57672, -2.54675, 0.24364], [-0.04263, -3.51499, -0.45906], [0.47354, -7.99756, -0.60145], [1.84895, -8.31165, -0.44543], [2.73389, -7.29549, -1.11504], [2.72902, -7.05842, -2.45818], [1.81284, -7.89707, -3.63525], [3.77711, -5.76540, -2.90851], [4.23466, -5.52741, -1.27234], [3.61308, -6.40000, -0.43962], [-1.94832, -7.67838, 1.23217], [-2.50949, -8.53695, -0.16351], [-2.75080, -7.72248, 2.36218], [-0.92747, -5.71616, 4.39083], [0.48346, -5.64288, 2.37843], [1.01690, -6.24440, 0.31027], [-1.43306, -6.34933, -1.49130], [0.17616, -5.74588, -1.90313], [-2.86343, -4.91386, 0.19035], [-2.45434, -2.37181, 1.23203], [0.94997, -3.51372, -0.88379], [1.96995, -9.29605, -0.89647], [2.11088, -8.37871, 0.61632], [4.94317, -4.75384, -1.02283], [3.76658, -6.41320, 0.63119], [-3.66520, -8.29899, 2.35350]],
  "mulliken_charge": [1.75, -1.67, 0.41, 0.60, -1.13, 0.09, -0.83, 0.59, -0.12, -0.73, -0.57, -0.64, -0.41, 0.65, -0.75, -0.51, -0.70, -0.24, -0.12, 0.41, 0.45, 0.30, 0.47, 0.41, 0.44, 0.61, 0.38, 0.40, 0.43, 0.44, 0.48, -1.41, 1.04, -1.21, 0.26, -0.41, -0.65, -0.61, -0.47, -0.96, 0.41, 0.44, 0.39, 0.51, -0.05, 0.50, 0.26, 0.45, 0.43, 0.59, 0.55, -0.92, 0.40, -0.41, -0.46, 0.79, -1.36, -0.65, -0.74, -0.18, 0.62, -0.04, -0.96, -0.43, -0.69, -0.37, 0.64, 0.44, 0.42, 0.38, 0.52, 0.46, 0.39, 0.39, 0.42, 0.42, -0.24, 0.19, -1.01, 0.47, -0.70, 0.74, -1.75, 1.25, -1.01, -0.98, 0.89, -1.44, -0.27, -0.80, 0.36, 0.51, -0.18, -0.17, -0.44, -0.71, 0.88, -0.20, -0.80, 0.32, 0.52, 0.06, 0.33, 0.36, 0.44, 0.87, 0.35, 0.44, 0.29, 0.45, 0.45, 0.49],
  "total_energy_ev": -129634.8742,
  "fmax_ev_per_a": 1.01,
  "homo_lumo_gap_ev": [5.805, 5.732],
  "charge": 0
}

***

{
  "formula": "C2H7NS2",
  "method": "ωB97M-V with the def2-TZVPD basis set",
  "species": ["C", "C", "N", "S", "S", "H", "H", "H", "H", "H", "H", "H"],
  "xyz": [[0.75576, -2.52530, -0.65808], [-0.97951, 2.91448, 0.29054], [-0.40301, -1.88351, -0.41902], [-0.40243, -0.68495, 0.49740], [0.57344, 1.92430, 0.27479], [1.24468, -1.88928, -1.37792], [1.38179, -2.48536, 0.16913], [0.75037, -3.57701, -1.03405], [-0.63053, 3.95595, 0.46624], [-1.53082, 2.38591, 1.13681], [-1.48747, 2.69585, -0.69309], [0.72772, -0.83109, 1.34726]],
  "mulliken_charge": [-0.68, -0.64, -0.21, 0.09, -0.28, 0.31, 0.28, 0.25, 0.28, 0.19, 0.23, 0.18],
  "total_energy_ev": -25344.2596,
  "fmax_ev_per_a": 3.96,
  "homo_lumo_gap_ev": [6.664, 6.664],
  "charge": 0
}

***

{
  "formula": "C5H7N",
  "method": "ωB97M-V with the def2-TZVPD basis set",
  "species": ["C", "C", "C", "H", "H", "H", "H", "C", "C", "N", "H", "H", "H"],
  "xyz": [[-0.88787, 1.01847, 0.04804], [-0.03504, 1.63258, -0.52739], [1.03215, 2.36372, -1.23525], [-1.64284, 0.43421, 0.51034], [1.99253, 2.01961, -1.04456], [0.99214, 3.40991, -0.90319], [0.89606, 2.42982, -2.37214], [0.01612, -2.03174, 0.99762], [-1.26840, -2.69991, 0.87790], [-2.29845, -3.12923, 0.66275], [0.83201, -2.68202, 0.98795], [0.14335, -1.36630, 1.89475], [0.22825, -1.39913, 0.10316]],
  "mulliken_charge": [-0.16, 0.06, -1.15, 0.41, 0.31, 0.28, 0.26, -0.87, 0.41, -0.37, 0.33, 0.29, 0.19],
  "total_energy_ev": -6786.0036,
  "fmax_ev_per_a": 3.13,
  "homo_lumo_gap_ev": 11.040,
  "charge": 0,
  "smiles": "C#CC.CC#N"
}

***

{
  "formula": "C20H19BCl3O5",
  "method": "ωB97M-V with the def2-TZVPD basis set",
  "species": ["Cl", "B", "Cl", "Cl", "O", "C", "C", "C", "C", "C", "C", "C", "H", "H", "H", "H", "H", "H", "C", "C", "C", "O", "C", "O", "C", "C", "C", "C", "C", "C", "C", "C", "C", "O", "O", "H", "H", "H", "H", "H", "H", "H", "H", "H", "H", "H", "H", "H"],
  "xyz": [[-3.79589, -1.63873, -0.81226], [-2.67139, -2.04790, 0.61822], [-3.66622, -2.36258, 2.16076], [-1.65115, -3.58856, 0.28897], [-1.76633, -0.89382, 0.76545], [-1.04040, -0.43466, 1.71455], [-1.55341, 0.54614, 2.65390], [-1.09964, 0.61218, 4.00891], [-1.46048, 1.67549, 4.81873], [-2.28433, 2.69884, 4.30425], [-2.86356, 2.55808, 3.03940], [-2.53656, 1.48109, 2.23876], [-0.03778, -0.82234, 1.87543], [-0.48689, -0.21459, 4.37644], [-1.07517, 1.75172, 5.84517], [-2.37987, 3.63343, 4.86144], [-3.54423, 3.33732, 2.66509], [-3.01512, 1.31681, 1.27979], [4.02614, 2.07941, -0.55663], [3.27122, 2.67782, -1.73741], [3.61854, 4.15290, -1.95212], [3.66482, 2.05856, -2.99451], [3.37593, 0.71152, -3.05248], [4.11931, -0.04046, -3.65295], [2.19951, 0.26146, -2.32415], [1.86199, -1.18539, -2.33050], [2.57285, -1.94924, -1.20585], [1.96618, -2.08638, 0.04417], [2.66212, -2.69874, 1.09185], [3.92843, -3.23776, 0.86386], [4.53390, -3.10877, -0.38426], [3.86311, -2.44457, -1.41646], [1.38850, 1.23556, -1.63432], [0.35027, 0.93081, -1.08201], [1.85998, 2.54212, -1.58181], [3.87025, 1.00366, -0.43612], [5.09189, 2.26198, -0.70831], [3.70196, 2.59256, 0.35205], [3.17416, 4.48450, -2.89289], [3.26777, 4.76738, -1.12439], [4.70191, 4.24475, -2.03275], [0.78289, -1.25973, -2.16719], [2.15345, -1.64231, -3.28205], [0.93205, -1.73953, 0.14982], [2.18389, -2.78051, 2.06310], [4.44302, -3.76295, 1.65938], [5.50987, -3.54639, -0.58662], [4.30735, -2.30764, -2.41200]],
  "mulliken_charge": [-0.32, 0.61, -0.33, -0.30, -0.24, 0.16, 0.35, -0.29, -0.55, -0.27, -0.59, -0.31, 0.15, 0.40, 0.35, 0.37, 0.34, 0.46, -1.33, 1.49, -1.73, -0.38, 0.37, -0.73, 0.66, -1.71, -0.19, 0.49, -0.37, -0.44, -0.70, -0.21, 0.46, -0.68, -0.40, 0.23, 0.37, 0.37, 0.38, 0.39, 0.37, 0.35, 0.50, -0.05, 0.40, 0.35, 0.36, 0.39],
  "total_energy_ev": -69534.7828,
  "fmax_ev_per_a": 3.23,
  "homo_lumo_gap_ev": 3.686,
  "charge": -1
}

***

{
  "formula": "C9H17Br8Cl3",
  "method": "ωB97M-V with the def2-TZVPD basis set",
  "species": ["Cl", "C", "Cl", "Cl", "H", "Br", "C", "C", "Br", "H", "H", "H", "H", "Br", "C", "C", "Br", "H", "H", "H", "H", "Br", "C", "C", "Br", "H", "H", "H", "H", "Br", "C", "C", "Br", "H", "H", "H", "H"],
  "xyz": [[0.20329, 1.02273, 2.20044], [-0.49801, 2.13723, 0.94618], [-0.85221, 1.38151, -0.61581], [0.64106, 3.49926, 0.53422], [-1.34129, 2.67635, 1.37785], [8.69677, 1.65732, 1.44616], [7.61758, 1.36913, -0.19279], [7.58093, 2.62209, -1.06388], [7.16095, 2.16553, -2.97830], [6.58154, 1.08198, -0.01314], [7.93719, 0.46990, -0.71943], [8.56910, 3.08148, -1.08849], [6.91536, 3.34537, -0.59272], [-7.84445, -1.70641, 1.14812], [-8.47490, 0.07717, 1.68252], [-9.54896, 0.49388, 0.80982], [-10.36296, 2.24257, 1.28434], [-7.65997, 0.79979, 1.64008], [-8.77269, -0.05451, 2.72275], [-10.32685, -0.23808, 1.02715], [-9.30285, 0.47867, -0.25192], [0.32203, 3.76409, -7.97717], [0.50923, 1.83375, -8.55635], [-0.53777, 1.53802, -9.55960], [-0.26486, -0.24294, -10.31258], [0.40820, 1.17512, -7.69374], [1.51412, 1.65059, -8.93682], [-0.49401, 2.34471, -10.29133], [-1.54017, 1.50631, -9.13264], [-0.37481, -5.58786, 9.21432], [0.98362, -5.51945, 7.65304], [2.35755, -5.18573, 8.13321], [3.49288, -4.47316, 6.66721], [0.71807, -4.63875, 7.06827], [0.96797, -6.37596, 6.97907], [2.67672, -6.08356, 8.66247], [2.34255, -4.30813, 8.77949]],
  "mulliken_charge": [-0.11, 0.04, -0.10, -0.13, 0.30, -0.16, -0.63, -0.57, -0.17, 0.38, 0.41, 0.37, 0.37, -0.14, -0.53, -0.63, -0.16, 0.36, 0.36, 0.35, 0.39, -0.17, -0.63, -0.56, -0.15, 0.38, 0.40, 0.38, 0.35, -0.17, -0.63, -0.56, -0.15, 0.37, 0.39, 0.38, 0.37],
  "total_energy_ev": -607514.8131,
  "fmax_ev_per_a": 2.46,
  "homo_lumo_gap_ev": 10.569,
  "charge": 0,
  "smiles": "ClC(Cl)Cl.BrCCBr.BrCCBr.BrCCBr.BrCCBr"
}

***

{
  "formula": "C2H3F2NO2",
  "method": "ωB97M-V with the def2-TZVPD basis set",
  "species": ["C", "C", "N", "O", "O", "F", "F", "H", "H", "H"],
  "xyz": [[1.54755, -0.89583, 0.12025], [-0.64760, 0.67824, -0.68890], [-1.32302, 0.61697, 0.58663], [-2.24434, -0.18714, 0.63237], [-0.77947, 1.19325, 1.48414], [-0.27865, 1.85329, -1.13843], [-1.29586, -0.07188, -1.69209], [1.20572, -1.90790, -0.28209], [2.54303, -0.49735, -0.23723], [1.27264, -0.78164, 1.21535]],
  "mulliken_charge": [-0.87, 0.41, 0.95, -0.52, -0.50, -0.18, -0.20, 0.31, 0.31, 0.29],
  "total_energy_ev": -13134.7205,
  "fmax_ev_per_a": 4.19,
  "s2": 2.01,
  "homo_lumo_gap_ev": [8.702, 9.392],
  "charge": 0,
  "spin_multiplicity": 3
}